Entry 1:
Molecular formula: C4H15N3O
Method: DFT, ωB97M-V/def2-TZVPD

Atoms and positions in Å:
1 C 1.2322 0.7285 -0.1194
2 C 1.5835 -0.4680 0.8207
3 C 1.1326 -1.7071 0.0801
4 N 1.8369 -1.8436 -1.2031
5 N -0.3009 0.6142 -0.4051
6 C -1.0495 1.8699 -0.5070
7 N -1.1630 2.6409 0.7540
8 H 1.6811 0.7616 -1.1227
9 H 1.3317 1.7290 0.4211
10 H 0.8483 -0.3270 1.6504
11 H 2.6374 -0.4136 1.2027
12 H 0.0458 -1.8961 -0.1891
13 H 1.1299 -2.6672 0.5706
14 H 2.4555 -1.2066 -1.5572
15 H 1.2546 -1.7682 -1.9530
16 H -0.5460 -0.1621 -0.9955
17 H -0.5638 2.5157 -1.2360
18 H -2.0825 1.8726 -0.8961
19 H -0.3138 3.1324 1.1138
20 H -1.3949 2.1160 1.5461
21 H -3.1262 -1.6976 -0.2286
22 H -2.1007 -0.9392 0.6496
23 O -2.6576 -1.6837 0.6697

Values from the calculation:
Total charge: 0
SMILES: NCCCNCN.O
LUMO in eV: 0.72
HOMO-LUMO gap in Ha: 0.3512
ΔE to the lowest compared entry with this formula, charge and spin in kcal/mol: 61.3
HOMO in eV: -8.840
E_tot in hartree: -400.82051

Here are the Mulliken charges for atoms 1 to 8, given in e: -0.822 -0.249 -0.386 -0.637 -0.145 -0.636 -0.622 0.282

=====

Entry 2:
Molecular formula: C2H6N2S
Method: DFT, ωB97M-V/def2-TZVPD

Atoms and positions in Å:
1 C 0.8942 -1.0863 0.0036
2 C -0.0477 1.1154 -0.8152
3 H 0.8182 -2.3177 -0.1384
4 H 1.6821 -0.7486 -0.8363
5 H 1.3211 -1.0008 1.1239
6 H -1.0150 0.9063 1.1664
7 H -2.3000 -0.2137 0.6151
8 H 1.1251 1.3997 -1.2009
9 N -0.3816 -0.1838 -0.3919
10 N -1.1617 -0.1975 0.9132
11 S -0.9346 2.3271 -0.4396

Values from the calculation:
Total charge: 0
SMILES: CN(N)C=S
LUMO in eV: 0.18
HOMO-LUMO gap in Ha: 0.3327
ΔE to the lowest compared entry with this formula, charge and spin in kcal/mol: 97.7
HOMO in eV: -8.876
E_tot in hartree: -587.34832

Here are the Mulliken charges for atoms 1 to 8, given in e: -0.621 0.067 0.241 0.298 0.226 0.260 0.295 0.197

=====

Entry 3:
Molecular formula: C3H3ClN2O
Method: DFT, ωB97M-V/def2-TZVPD

Atoms and positions in Å:
1 C 1.0624 0.2285 0.7600
2 C -0.3615 0.2243 0.2784
3 C -2.2578 0.4427 -0.3251
4 H 1.0855 -0.4458 1.6509
5 H 1.2336 1.2281 1.2428
6 H -3.1333 0.9793 -0.7983
7 N -1.1457 1.2046 -0.0298
8 N -2.1891 -0.8496 -0.1842
9 O -0.8338 -1.0337 0.2349
10 Cl 2.3629 -0.0794 -0.3974

Values from the calculation:
Total charge: 0
LUMO in eV: 0.49
HOMO-LUMO gap in Ha: 0.4270
ΔE to the lowest compared entry with this formula, charge and spin in kcal/mol: 32.2
HOMO in eV: -11.125
E_tot in hartree: -761.01025

Here are the Mulliken charges for atoms 1 to 8, given in e: -0.412 0.580 -0.031 0.284 0.291 0.349 -0.478 -0.281

=====

Entry 4:
Molecular formula: C41H46AsCsIN8S
Method: DFT, ωB97M-V/def2-TZVPD

Atoms and positions in Å:
1 Cs 0.0805 0.0465 0.5571
2 C -0.9367 -2.2854 2.6878
3 N -0.0826 -2.1940 3.8743
4 C 0.1399 -3.4763 4.5190
5 C 0.7432 -1.1185 4.0684
6 N 0.9936 -0.3180 3.0823
7 C 1.3304 1.0221 3.2919
8 C 0.5888 1.7700 4.1762
9 C 0.8694 3.1271 4.4294
10 C 1.8951 3.7392 3.7858
11 C 2.6581 3.0366 2.8158
12 C 3.6951 3.7270 2.1366
13 C 4.4099 3.1056 1.1633
14 C 4.1216 1.7722 0.8168
15 C 3.1457 1.0419 1.4590
16 N 2.8243 -0.2266 0.9773
17 C 3.7195 -1.0936 0.6270
18 N 3.4505 -1.9865 -0.3704
19 C 2.3403 -1.7395 -1.2990
20 C 3.8344 -3.3844 -0.2681
21 N 4.9614 -1.2377 1.2247
22 C 5.1942 -0.7664 2.5687
23 C 6.1542 -1.4537 0.4338
24 C 2.3710 1.6739 2.5151
25 N 1.2794 -1.0366 5.3513
26 C 0.4069 -1.1386 6.5054
27 C 2.5174 -0.3367 5.6120
28 H -1.9051 -2.7093 2.9554
29 H -0.4989 -2.9322 1.9196
30 H -1.0929 -1.3088 2.2532
31 H -0.7703 -3.8307 5.0088
32 H 0.9360 -3.4088 5.2546
33 H 0.4169 -4.2210 3.7672
34 H -0.2360 1.2865 4.6873
35 H 0.2604 3.6755 5.1380
36 H 2.1315 4.7794 3.9739
37 H 3.8837 4.7616 2.3957
38 H 5.1857 3.6394 0.6274
39 H 4.6494 1.3040 -0.0060
40 H 2.2190 -0.6773 -1.4858
41 H 1.3844 -2.1317 -0.9475
42 H 2.5570 -2.2353 -2.2455
43 H 4.5007 -3.5412 0.5762
44 H 4.3325 -3.7194 -1.1815
45 H 2.9395 -4.0000 -0.1368
46 H 4.2512 -0.7323 3.1063
47 H 5.6416 0.2331 2.5935
48 H 5.8625 -1.4635 3.0815
49 H 5.8859 -1.6669 -0.5970
50 H 6.7416 -2.2915 0.8216
51 H 6.7873 -0.5581 0.4529
52 H -0.5450 -1.5765 6.2205
53 H 0.2184 -0.1448 6.9317
54 H 0.8571 -1.7611 7.2837
55 H 3.1339 -0.3173 4.7189
56 H 3.0600 -0.8706 6.3970
57 H 2.3605 0.6964 5.9373
58 S -0.9919 -0.4447 -2.1292
59 C -4.5951 -5.7437 2.0091
60 C -4.8100 -4.3695 2.0440
61 C -4.1320 -3.5411 1.1523
62 C -3.2366 -4.0150 0.1885
63 C -3.0464 -5.4046 0.1834
64 C -3.7052 -6.2573 1.0712
65 As -2.1109 -2.2277 -0.8818
66 C -3.4031 -2.4568 -2.3353
67 C -4.5844 -1.7577 -2.5256
68 C -5.3826 -2.0356 -3.6285
69 C -4.9957 -3.0072 -4.5475
70 C -3.8111 -3.7053 -4.3573
71 C -3.0122 -3.4358 -3.2514
72 C -1.7477 -4.1352 -2.9202
73 C -1.1949 -5.1901 -3.6377
74 C -0.0462 -5.8256 -3.1794
75 C 0.5395 -5.4219 -1.9842
76 C -0.0151 -4.3653 -1.2671
77 C -1.1337 -3.6993 -1.7417
78 H -5.1151 -6.4015 2.6966
79 H -5.5049 -3.9479 2.7651
80 H -4.3094 -2.4642 1.2217
81 H -2.3611 -5.8528 -0.5355
82 H -3.5270 -7.3283 1.0293
83 H -4.8785 -0.9846 -1.8259
84 H -6.3084 -1.4907 -3.7743
85 H -5.6187 -3.2191 -5.4081
86 H -3.5162 -4.4622 -5.0755
87 H -1.6637 -5.5335 -4.5530
88 H 0.3781 -6.6484 -3.7423
89 H 1.4166 -5.9378 -1.6082
90 H 0.4250 -4.0777 -0.3165
91 I -5.1208 5.3055 0.7572
92 C -3.4695 4.1714 0.3380
93 C -2.5614 4.3747 -0.6704
94 N -1.6528 3.3892 -0.5572
95 N -1.9144 2.5467 0.4487
96 C -3.0181 3.0154 1.0066
97 H -2.5075 5.1175 -1.4475
98 H -0.9062 3.1568 -1.1934
99 H -3.4549 2.5137 1.8555

Values from the calculation:
Total charge: -1
LUMO in eV: 1.63
HOMO-LUMO gap in Ha: 0.1427
ΔE to the lowest compared entry with this formula, charge and spin in kcal/mol: 37.8
HOMO in eV: -2.255
E_tot in hartree: -4979.73770

Here are the Mulliken charges for atoms 1 to 8, given in e: 1.155 -0.096 0.128 -1.232 -0.839 1.187 -0.015 -0.534

=====

Entry 5:
Molecular formula: C41H46N7PtS
Method: DFT, ωB97M-V/def2-TZVPD

Atoms and positions in Å:
1 Pt -0.0363 0.6258 0.8153
2 C 3.4575 2.7282 -2.1877
3 C 3.0089 2.3931 -0.7629
4 C 3.3044 3.5638 0.1764
5 C 3.6452 1.1090 -0.2569
6 C 4.9921 1.0978 0.0879
7 C 5.5994 -0.0511 0.5636
8 C 4.8443 -1.1992 0.7338
9 C 3.4920 -1.2474 0.4048
10 C 2.7471 -2.5362 0.7178
11 C 2.0122 -2.3843 2.0543
12 C 1.8233 -3.0855 -0.3710
13 C 2.9210 -0.0843 -0.1278
14 N 1.5660 -0.0761 -0.5954
15 C 1.3997 -0.2762 -1.8444
16 C 0.0520 -0.1266 -2.5128
17 N -0.9643 0.2275 -1.8584
18 C -2.2039 0.4766 -2.4743
19 C -2.4714 1.7940 -2.8786
20 C -3.6753 2.0389 -3.5275
21 C -4.6030 1.0255 -3.7216
22 C -4.3497 -0.2443 -3.2277
23 C -3.1545 -0.5451 -2.5831
24 C -2.9062 -1.9258 -2.0042
25 C -4.0206 -2.3289 -1.0371
26 C -2.7308 -2.9867 -3.0928
27 C -1.4578 2.8963 -2.6203
28 C -0.5867 3.1434 -3.8548
29 C -2.1086 4.1950 -2.1466
30 C 0.2666 -0.3638 -3.9635
31 C -0.5529 -0.3327 -5.0592
32 C 0.0130 -0.6040 -6.3298
33 C 1.3442 -0.8914 -6.4913
34 C 2.2130 -0.9198 -5.3717
35 C 3.6044 -1.1863 -5.3809
36 C 4.3156 -1.1649 -4.2091
37 C 3.7165 -0.8757 -2.9580
38 C 2.3707 -0.6159 -2.9177
39 C 1.6381 -0.6498 -4.1283
40 H 2.9925 3.6602 -2.5170
41 H 3.1881 1.9459 -2.8983
42 H 4.5429 2.8585 -2.2323
43 H 1.9265 2.2584 -0.7593
44 H 4.3622 3.8394 0.1596
45 H 3.0194 3.3199 1.1995
46 H 2.7256 4.4368 -0.1313
47 H 5.5725 2.0060 -0.0202
48 H 6.6517 -0.0480 0.8196
49 H 5.3079 -2.0939 1.1346
50 H 3.5328 -3.2856 0.8605
51 H 1.2992 -1.5599 2.0109
52 H 2.7204 -2.1794 2.8600
53 H 1.4620 -3.2974 2.2927
54 H 0.9047 -2.5085 -0.4526
55 H 1.5377 -4.1093 -0.1237
56 H 2.3157 -3.1013 -1.3462
57 H -3.8985 3.0403 -3.8745
58 H -5.5373 1.2348 -4.2279
59 H -5.0976 -1.0208 -3.3388
60 H -1.9827 -1.8802 -1.4242
61 H -4.9845 -2.4003 -1.5475
62 H -4.1155 -1.6027 -0.2279
63 H -3.7980 -3.3041 -0.6030
64 H -3.6390 -3.0702 -3.6975
65 H -2.5242 -3.9552 -2.6345
66 H -1.9036 -2.7417 -3.7610
67 H -0.8083 2.5570 -1.8082
68 H -1.1965 3.5001 -4.6902
69 H -0.0804 2.2319 -4.1794
70 H 0.1731 3.8987 -3.6415
71 H -2.7870 4.6098 -2.8969
72 H -1.3355 4.9391 -1.9475
73 H -2.6627 4.0459 -1.2194
74 H -1.6076 -0.1088 -4.9716
75 H -0.6332 -0.5850 -7.1982
76 H 1.7403 -1.0965 -7.4790
77 H 4.1026 -1.4060 -6.3179
78 H 5.3786 -1.3697 -4.2316
79 H 4.3322 -0.8588 -2.0698
80 S 0.0736 2.8567 1.4022
81 C -1.2695 1.8124 1.8832
82 N -2.5812 2.0053 1.3185
83 C -3.4702 1.0452 1.9830
84 C -2.7046 0.6350 3.2565
85 N -1.5452 1.5290 3.2615
86 H -2.5409 1.8568 0.3184
87 H -3.6627 0.1667 1.3595
88 H -4.4287 1.5135 2.2168
89 H -2.4125 -0.4183 3.1933
90 H -3.3026 0.7780 4.1581
91 H -0.7311 1.1118 3.6909
92 N -1.6023 -5.0914 -1.0236
93 C -1.6402 -4.3570 -0.1243
94 N -1.7266 -3.5946 0.9484
95 C -1.3260 -2.3646 0.8750
96 N -0.9991 -1.2497 0.8940

Values from the calculation:
Total charge: -1
LUMO in eV: 1.61
HOMO-LUMO gap in Ha: 0.2133
ΔE to the lowest compared entry with this formula, charge and spin in kcal/mol: 2.6
HOMO in eV: -4.197
E_tot in hartree: -2490.87283

Here are the Mulliken charges for atoms 1 to 8, given in e: 0.883 -1.395 2.043 -1.858 1.037 -0.222 -1.564 -1.096

=====

Entry 6:
Molecular formula: C4H6EuO2
Method: DFT, ωB97M-V/def2-TZVPD

Atoms and positions in Å:
1 O -2.4946 1.0346 0.0909
2 C -1.2514 0.5898 -0.4027
3 C -0.6770 -0.3956 0.6110
4 C 0.5579 -1.0412 0.1653
5 C 1.7203 -1.1909 -0.3133
6 H -2.8931 1.6366 -0.5428
7 H -0.5528 1.4332 -0.5314
8 H -1.3637 0.0905 -1.3785
9 H -1.4194 -1.1824 0.8180
10 H -0.5034 0.1114 1.5741
11 H 2.3877 -2.0517 -0.4043
12 O 3.0431 0.2097 -0.9003
13 Eu 3.4465 0.7558 1.2140

Values from the calculation:
Total charge: +1
LUMO (spin up / spin down) in eV: -5.29 / -5.23
HOMO-LUMO gap (spin up / spin down) in Ha: 0.2655 / 0.2925
ΔE to the lowest compared entry with this formula, charge and spin in kcal/mol: 37.1
HOMO (spin up / spin down) in eV: -12.512 / -13.191
Spin multiplicity: 9
E_tot in hartree: -1016.38173

Here are the Mulliken charges for atoms 1 to 8, given in e: -0.503 -0.412 -0.381 0.416 -0.839 0.318 0.268 0.346

=====

Entry 7:
Molecular formula: C14H18ClN3O2S
Method: DFT, ωB97M-V/def2-TZVPD

Atoms and positions in Å:
1 C -3.0633 -2.9962 -0.6953
2 C -1.9509 -2.1507 -1.2919
3 C -0.6871 -2.1577 -0.6414
4 C 0.3560 -1.2512 -0.9661
5 C 0.2487 -0.2995 -2.1481
6 C -0.9029 -0.5149 -2.6955
7 C -2.0047 -1.3201 -2.1390
8 Cl -3.3067 -1.2709 -3.3447
9 H -0.8865 0.0753 -3.7365
10 C 1.3982 0.3816 -2.5590
11 H 2.5651 -0.2227 -2.2799
12 H 1.5414 1.3696 -2.1042
13 H 1.3157 0.6838 -3.6582
14 S 1.8893 -1.3662 0.0984
15 O 3.0814 -1.4119 -0.7580
16 O 1.6123 -2.1561 1.3865
17 N 1.7515 0.3838 0.7435
18 H 2.4065 0.8871 0.1539
19 C 2.2749 0.4346 1.9290
20 C 1.7126 1.7302 2.7026
21 C 0.2430 1.8983 2.7432
22 N -0.4312 1.5400 1.6866
23 C -1.2962 0.5469 1.1939
24 N -1.8456 0.7006 0.1404
25 C -1.1229 2.0091 -0.6916
26 C -0.5261 2.4780 0.3943
27 H -0.0347 3.5455 0.5121
28 H -1.4854 2.2425 -1.5408
29 H -1.5823 -0.1806 1.9734
30 H -0.2039 2.7383 3.2783
31 H -0.0332 0.9490 3.3543
32 H 2.1985 2.1178 3.5349
33 H 1.9998 2.5866 1.9316
34 H 1.7632 -0.2296 2.6471
35 H 3.3205 0.5359 2.2606
36 H -0.4247 -2.8061 0.3533
37 H -3.7811 -2.1779 -0.6014
38 H -2.8058 -3.6896 0.3322
39 H -3.3035 -3.6323 -1.4986

Values from the calculation:
Total charge: 0
LUMO in eV: 0.44
HOMO-LUMO gap in Ha: 0.3355
ΔE to the lowest compared entry with this formula, charge and spin in kcal/mol: 281.9
HOMO in eV: -8.687
E_tot in hartree: -1716.98632

Here are the Mulliken charges for atoms 1 to 8, given in e: -1.501 0.640 -0.263 0.026 0.176 -0.512 1.115 -0.268